{
  "formula": "C29H31F6N4SeSiTi",
  "method": "the ωB97M-V functional and the def2-TZVPD basis",
  "total_energy_ev": -149182.864,
  "homo_ev": [-6.87, -7.53],
  "homo_lumo_gap_ev": [7.29, 7.81],
  "multiplicity": 2,
  "fmax_ha_per_bohr": 0.037,
  "elements": ["Ti", "C", "Si", "C", "C", "N", "C", "C", "C", "C", "C", "C", "F", "H", "H", "H", "H", "H", "H", "H", "H", "H", "H", "H", "H", "H", "F", "C", "F", "C", "F", "F", "F", "N", "C", "C", "C", "C", "C", "C", "C", "C", "C", "C", "C", "C", "C", "H", "H", "H", "H", "H", "H", "H", "H", "H", "H", "C", "N", "C", "C", "N", "C", "C", "Se", "H", "H", "H", "H", "H", "H", "H", "H"],
  "xyz": [[-0.46, 0.42, 0.43], [3.45, -0.06, -2.34], [2.60, 0.91, -0.98], [3.94, 1.72, 0.04], [1.60, 2.24, -1.81], [1.49, 0.05, 0.03], [1.72, -1.15, 0.70], [2.65, -2.14, 0.33], [2.75, -3.35, 1.00], [1.93, -3.64, 2.08], [1.02, -2.68, 2.51], [0.97, -1.50, 1.83], [0.05, -0.54, 2.28], [4.51, -0.20, -2.11], [3.37, 0.50, -3.28], [3.01, -1.05, -2.52], [4.15, 2.73, -0.33], [4.87, 1.15, 0.01], [3.62, 1.81, 1.09], [2.11, 2.62, -2.70], [1.46, 3.08, -1.12], [0.61, 1.89, -2.12], [3.28, -1.95, -0.53], [3.47, -4.08, 0.66], [2.00, -4.59, 2.60], [0.37, -2.85, 3.36], [-2.63, 2.60, 1.19], [-2.37, 1.44, 0.52], [-1.85, 1.83, -0.80], [-3.78, 0.88, 0.25], [-3.84, 0.05, -0.79], [-4.20, 0.22, 1.34], [-4.67, 1.87, 0.01], [-1.17, -1.09, -0.16], [-1.53, -2.20, -0.67], [-0.68, -2.85, -1.73], [0.07, -2.08, -2.61], [0.90, -2.67, -3.55], [1.00, -4.06, -3.61], [0.26, -4.84, -2.73], [-0.58, -4.24, -1.80], [-2.77, -2.89, -0.20], [-3.17, -2.74, 1.12], [-4.36, -3.30, 1.57], [-5.17, -4.01, 0.69], [-4.78, -4.16, -0.63], [-3.58, -3.61, -1.07], [-0.01, -1.00, -2.55], [1.47, -2.06, -4.24], [1.65, -4.53, -4.34], [0.34, -5.92, -2.76], [-1.14, -4.85, -1.10], [-2.54, -2.17, 1.79], [-4.66, -3.17, 2.60], [-6.10, -4.43, 1.03], [-5.40, -4.71, -1.33], [-3.28, -3.73, -2.11], [-0.97, 4.83, -0.28], [-0.13, 5.24, 0.85], [0.13, 6.56, 1.17], [0.92, 6.56, 2.25], [1.12, 5.23, 2.60], [1.94, 4.76, 3.71], [0.47, 4.41, 1.73], [0.58, 2.57, 1.86], [-0.98, 5.65, -0.99], [-1.98, 4.61, 0.05], [-0.55, 3.94, -0.74], [-0.26, 7.38, 0.58], [1.34, 7.37, 2.82], [2.24, 5.63, 4.30], [2.82, 4.24, 3.34], [1.37, 4.08, 4.33]]
}

=====

{
  "formula": "C29H31FN6O6Sc",
  "method": "the ωB97M-V functional and the def2-TZVPD basis",
  "total_charge": -1,
  "total_energy_ev": -75222.645,
  "homo_ev": -2.33,
  "homo_lumo_gap_ev": 4.00,
  "multiplicity": 1,
  "fmax_ha_per_bohr": 0.074,
  "elements": ["Sc", "C", "C", "O", "C", "C", "C", "N", "N", "C", "O", "C", "C", "C", "C", "C", "C", "H", "H", "H", "H", "H", "H", "H", "H", "H", "H", "H", "H", "C", "C", "C", "C", "C", "H", "H", "H", "H", "H", "F", "C", "C", "N", "C", "C", "O", "O", "C", "O", "N", "C", "O", "H", "H", "H", "H", "N", "C", "N", "C", "C", "C", "C", "C", "H", "H", "H", "H", "H", "H", "H", "H", "H", "H"],
  "xyz": [[0.55, -0.30, -0.12], [0.43, 2.38, -3.55], [0.94, 1.30, -2.65], [0.19, 0.79, -1.72], [2.16, 0.80, -3.03], [2.85, -0.25, -2.39], [4.28, -0.49, -2.78], [2.22, -0.99, -1.43], [2.78, -2.11, -1.06], [2.20, -2.65, 0.00], [1.08, -2.21, 0.43], [2.96, -3.63, 0.86], [2.47, -4.02, 2.16], [3.37, -4.58, 3.07], [4.70, -4.82, 2.69], [5.15, -4.41, 1.44], [4.27, -3.85, 0.52], [0.98, 3.36, -3.35], [-0.65, 2.49, -3.43], [0.60, 2.08, -4.57], [2.63, 1.21, -3.93], [4.71, -1.31, -2.19], [4.91, 0.38, -2.61], [4.31, -0.75, -3.84], [1.40, -3.91, 2.40], [3.06, -4.80, 4.11], [5.44, -5.28, 3.32], [6.21, -4.47, 1.22], [4.66, -3.56, -0.48], [-2.99, -4.88, -1.97], [-4.17, -5.23, -1.21], [-3.90, -5.03, 0.14], [-2.56, -4.57, 0.25], [-2.04, -4.42, -1.04], [-2.89, -4.84, -3.03], [-5.07, -5.69, -1.59], [-4.57, -5.18, 0.97], [-2.04, -4.44, 1.20], [-1.03, -4.08, -1.26], [1.17, 5.50, 5.20], [1.31, 4.97, 4.00], [1.88, 3.79, 3.70], [2.34, 3.51, 2.44], [3.15, 2.32, 2.16], [2.47, 0.99, 1.98], [2.65, 0.02, 2.73], [1.59, 0.96, 0.94], [1.84, 4.19, 1.29], [2.15, 3.88, 0.14], [0.97, 5.21, 1.64], [1.03, 5.88, 2.86], [0.85, 7.08, 3.00], [2.10, 3.00, 4.40], [3.84, 2.22, 2.98], [3.69, 2.61, 1.24], [0.73, 5.83, 0.87], [-1.67, -0.32, 0.21], [-2.73, 0.07, -0.12], [-3.79, 0.79, -0.35], [-3.75, 2.14, 0.37], [-4.73, 3.14, -0.26], [-6.03, 2.52, -0.87], [-5.64, 1.49, -1.97], [-4.77, 0.36, -1.42], [-2.75, 2.49, 0.27], [-3.91, 1.87, 1.42], [-4.20, 3.65, -1.06], [-4.96, 3.89, 0.50], [-6.70, 3.22, -1.38], [-6.63, 2.08, -0.04], [-5.11, 2.02, -2.79], [-6.49, 1.13, -2.55], [-4.16, -0.13, -2.20], [-5.39, -0.38, -0.92]]
}

=====

{
  "formula": "C29H31FN8O5Sn",
  "method": "the ωB97M-V functional and the def2-TZVPD basis",
  "total_charge": 2,
  "total_energy_ev": -61263.934,
  "homo_ev": -12.92,
  "homo_lumo_gap_ev": 6.31,
  "multiplicity": 1,
  "fmax_ha_per_bohr": 0.035,
  "elements": ["Sn", "C", "O", "C", "C", "C", "C", "C", "C", "N", "C", "N", "C", "C", "C", "C", "C", "C", "O", "C", "N", "C", "C", "C", "C", "C", "C", "O", "C", "H", "H", "H", "H", "H", "H", "H", "H", "H", "H", "H", "H", "H", "H", "H", "H", "H", "H", "H", "H", "H", "H", "N", "N", "C", "N", "N", "N", "O", "O", "H", "H", "H", "H", "H", "F", "C", "C", "C", "C", "C", "C", "H", "H", "H", "H"],
  "xyz": [[-0.56, 0.32, 0.34], [2.92, 2.68, 6.26], [2.18, 2.39, 5.09], [0.87, 2.73, 5.05], [0.10, 3.05, 6.17], [-1.25, 3.34, 6.03], [-1.86, 3.31, 4.78], [-1.09, 3.01, 3.67], [0.26, 2.73, 3.79], [1.01, 2.50, 2.60], [1.50, 1.33, 2.18], [1.66, 0.34, 3.11], [1.33, -0.99, 2.85], [0.51, -1.35, 1.80], [0.29, -2.80, 1.56], [0.72, -3.73, 2.62], [1.41, -3.30, 3.71], [1.74, -1.93, 3.85], [2.38, -1.42, 4.88], [2.74, -2.23, 6.00], [1.69, 1.16, 0.89], [2.72, 0.33, 0.44], [2.53, -0.53, -0.64], [3.59, -1.22, -1.20], [4.87, -1.03, -0.69], [5.08, -0.19, 0.39], [4.01, 0.49, 0.98], [4.10, 1.33, 2.04], [5.38, 1.83, 2.39], [3.97, 2.51, 6.00], [2.64, 2.03, 7.09], [2.79, 3.73, 6.55], [0.54, 3.07, 7.15], [-1.82, 3.61, 6.90], [-2.91, 3.52, 4.68], [-1.54, 3.00, 2.68], [0.99, 3.23, 1.91], [1.95, 0.61, 4.04], [0.98, -3.01, 0.72], [0.49, -4.78, 2.50], [1.71, -4.00, 4.47], [3.23, -1.55, 6.69], [3.42, -3.03, 5.72], [1.85, -2.64, 6.49], [1.52, -0.63, -1.04], [3.44, -1.88, -2.03], [5.71, -1.53, -1.13], [6.08, -0.06, 0.78], [5.20, 2.64, 3.10], [5.91, 2.22, 1.52], [5.99, 1.06, 2.87], [0.36, 2.30, -2.12], [-0.61, 2.34, -3.13], [-1.61, 1.44, -3.16], [-2.53, 1.50, -4.11], [-1.58, 0.55, -2.16], [-2.43, -0.45, -2.04], [-3.27, -0.70, -2.87], [-2.27, -1.10, -1.01], [0.63, 3.25, -1.89], [1.20, 1.79, -2.42], [-0.52, 3.00, -3.89], [-2.55, 2.23, -4.80], [-3.27, 0.80, -4.14], [-4.83, -4.32, -0.16], [-3.62, -3.92, 0.22], [-2.51, -4.39, -0.47], [-1.25, -4.00, -0.06], [-1.09, -3.15, 1.03], [-2.22, -2.67, 1.69], [-3.48, -3.05, 1.29], [-2.64, -5.04, -1.32], [-0.38, -4.38, -0.58], [-2.09, -2.02, 2.55], [-4.36, -2.70, 1.81]]
}

=====

{
  "formula": "C29H31Ge2N4O11Pt",
  "method": "the ωB97M-V functional and the def2-TZVPD basis",
  "total_charge": 1,
  "total_energy_ev": -175321.559,
  "homo_ev": -11.53,
  "homo_lumo_gap_ev": 5.86,
  "multiplicity": 1,
  "fmax_ha_per_bohr": 0.045,
  "elements": ["Pt", "O", "C", "O", "C", "C", "C", "C", "C", "N", "C", "O", "O", "H", "H", "H", "C", "C", "Ge", "C", "C", "C", "C", "Ge", "C", "C", "C", "C", "C", "C", "C", "C", "C", "C", "H", "H", "H", "H", "H", "H", "H", "H", "H", "H", "H", "H", "H", "H", "H", "H", "H", "H", "H", "H", "H", "H", "H", "H", "H", "H", "O", "N", "O", "C", "C", "C", "C", "O", "C", "C", "N", "O", "O", "N", "O", "O", "H", "H"],
  "xyz": [[1.20, 1.00, 0.91], [4.81, 2.45, 2.03], [3.83, 1.97, 1.54], [2.63, 1.94, 2.07], [3.92, 1.30, 0.20], [5.12, 1.02, -0.41], [5.10, 0.33, -1.61], [3.89, -0.07, -2.16], [2.72, 0.25, -1.49], [2.77, 0.93, -0.35], [1.41, -0.20, -2.03], [1.33, -0.64, -3.13], [0.37, -0.02, -1.20], [6.04, 1.34, 0.07], [6.03, 0.08, -2.11], [3.82, -0.63, -3.08], [0.35, 2.64, -3.57], [0.78, 3.25, -2.24], [-0.06, 2.51, -0.61], [-0.33, 4.06, 0.62], [-0.64, 3.70, 2.08], [-1.83, 1.94, -1.20], [-2.40, 0.78, -1.50], [-1.34, -0.87, -1.47], [-1.55, -1.67, 0.31], [-2.91, -2.35, 0.57], [-1.09, -2.18, -2.90], [-2.21, -3.20, -3.09], [-3.86, 0.61, -1.73], [-4.77, 1.67, -1.63], [-6.12, 1.47, -1.81], [-6.62, 0.21, -2.09], [-5.74, -0.86, -2.19], [-4.38, -0.65, -2.02], [0.84, 3.17, -4.39], [-0.72, 2.71, -3.71], [0.63, 1.59, -3.66], [0.48, 4.30, -2.17], [1.87, 3.22, -2.11], [-1.13, 4.63, 0.16], [0.60, 4.63, 0.56], [-1.58, 3.14, 2.16], [-0.74, 4.60, 2.68], [0.15, 3.10, 2.52], [-2.45, 2.84, -1.24], [-1.39, -0.86, 1.03], [-0.73, -2.38, 0.42], [-3.73, -1.65, 0.46], [-2.94, -2.73, 1.60], [-3.08, -3.19, -0.09], [-0.16, -2.68, -2.59], [-0.87, -1.65, -3.82], [-2.45, -3.72, -2.16], [-1.89, -3.96, -3.81], [-3.12, -2.75, -3.48], [-4.41, 2.67, -1.40], [-6.80, 2.31, -1.74], [-7.68, 0.05, -2.22], [-6.11, -1.85, -2.40], [-3.71, -1.50, -2.10], [2.01, -2.97, 7.12], [2.72, -3.29, 6.20], [3.61, -4.11, 6.23], [2.48, -2.62, 4.91], [3.21, -3.02, 3.79], [2.96, -2.42, 2.58], [1.91, -1.48, 2.39], [1.52, -1.13, 1.23], [1.30, -1.03, 3.61], [1.58, -1.60, 4.84], [0.40, 0.09, 3.60], [0.11, 0.63, 4.62], [-0.13, 0.49, 2.50], [3.82, -2.81, 1.45], [3.93, -2.03, 0.52], [4.41, -3.86, 1.53], [3.97, -3.78, 3.87], [1.08, -1.26, 5.73]]
}

=====

{
  "formula": "C29H31MgN5P2S2",
  "method": "the ωB97M-V functional and the def2-TZVPD basis",
  "total_energy_ev": -83722.726,
  "homo_ev": -5.95,
  "homo_lumo_gap_ev": 5.64,
  "multiplicity": 1,
  "fmax_ha_per_bohr": 0.061,
  "elements": ["Mg", "S", "P", "C", "P", "S", "C", "C", "C", "C", "C", "C", "C", "C", "C", "C", "C", "C", "C", "C", "C", "C", "C", "C", "C", "C", "C", "C", "C", "C", "H", "H", "H", "H", "H", "H", "H", "H", "H", "H", "H", "H", "H", "H", "H", "H", "H", "H", "H", "H", "C", "N", "C", "C", "N", "N", "C", "N", "N", "H", "H", "H", "H", "H", "H", "H", "H", "H", "H", "H"],
  "xyz": [[1.58, -0.44, 1.71], [0.56, 2.30, 1.23], [0.74, 1.55, -0.61], [1.07, -0.16, -0.41], [0.28, -1.68, -0.73], [0.60, -2.79, 0.89], [0.81, -2.62, -2.17], [1.61, -2.13, -3.19], [1.89, -2.93, -4.29], [1.45, -4.24, -4.37], [0.66, -4.74, -3.34], [0.33, -3.92, -2.27], [-1.52, -1.49, -0.97], [-2.04, -1.29, -2.24], [-3.40, -1.01, -2.37], [-4.22, -0.91, -1.25], [-3.69, -1.11, 0.01], [-2.32, -1.37, 0.14], [-0.68, 1.99, -1.64], [-1.91, 2.32, -1.08], [-3.00, 2.53, -1.89], [-2.93, 2.38, -3.25], [-1.71, 1.99, -3.81], [-0.57, 1.85, -3.02], [2.12, 2.52, -1.32], [1.93, 3.89, -1.40], [2.97, 4.71, -1.79], [4.22, 4.18, -2.09], [4.41, 2.81, -2.02], [3.37, 1.97, -1.62], [2.03, -1.15, -3.12], [2.50, -2.54, -5.11], [1.73, -4.86, -5.20], [0.31, -5.76, -3.37], [-0.33, -4.29, -1.48], [-1.39, -1.28, -3.11], [-3.82, -0.87, -3.35], [-5.27, -0.65, -1.38], [-4.29, -1.12, 0.90], [-1.86, -1.56, 1.11], [-1.97, 2.40, -0.01], [-3.94, 2.83, -1.44], [-3.78, 2.53, -3.90], [-1.61, 1.87, -4.88], [0.40, 1.63, -3.45], [0.98, 4.30, -1.05], [2.79, 5.77, -1.85], [5.05, 4.82, -2.35], [5.38, 2.41, -2.22], [3.54, 0.90, -1.44], [-1.56, -1.34, 6.00], [-1.33, -0.43, 4.87], [-2.57, 0.07, 4.25], [-0.15, -0.35, 4.18], [-0.01, 0.02, 2.95], [1.03, -0.65, 4.95], [2.36, -0.46, 4.56], [3.18, -0.39, 5.67], [2.83, -0.47, 3.36], [-2.55, -1.11, 6.40], [-0.79, -1.24, 6.78], [-1.60, -2.41, 5.63], [-3.32, 0.26, 5.04], [-2.96, -0.68, 3.54], [-2.37, 1.02, 3.74], [-0.86, 0.31, 2.48], [0.85, -0.78, 5.95], [2.78, -0.32, 6.61], [4.14, -0.09, 5.56], [3.86, -0.48, 3.33]]
}

=====

{
  "formula": "C29H31MoN10S",
  "method": "the ωB97M-V functional and the def2-TZVPD basis",
  "total_charge": 1,
  "total_energy_ev": -58162.644,
  "homo_ev": [-9.83, -10.42],
  "homo_lumo_gap_ev": [6.36, 6.62],
  "multiplicity": 3,
  "fmax_ha_per_bohr": 0.022,
  "elements": ["Mo", "C", "C", "C", "N", "C", "C", "C", "C", "C", "C", "C", "N", "C", "C", "C", "N", "C", "C", "C", "C", "C", "C", "C", "N", "C", "C", "H", "H", "H", "H", "H", "H", "H", "H", "H", "H", "H", "H", "H", "H", "H", "H", "H", "H", "H", "H", "H", "H", "H", "H", "H", "H", "N", "C", "N", "C", "N", "C", "C", "N", "C", "C", "N", "H", "H", "H", "H", "H", "S", "C", "N"],
  "xyz": [[0.50, 0.27, -0.39], [-3.56, 0.21, 1.18], [-2.56, -0.27, 2.23], [-1.45, -1.16, 1.65], [-0.19, -0.45, 1.44], [0.58, -0.21, 2.50], [0.18, -0.53, 3.81], [0.80, -0.30, 5.03], [2.00, 0.35, 5.31], [2.91, 0.83, 4.40], [2.89, 0.74, 3.01], [1.91, 0.26, 2.13], [2.13, 0.21, 0.80], [3.43, -0.32, 0.40], [3.24, -1.83, 0.29], [2.38, -2.26, -0.89], [1.06, -1.63, -1.07], [0.23, -2.29, -1.90], [0.62, -3.46, -2.59], [-0.10, -4.39, -3.32], [-1.41, -4.35, -3.76], [-2.26, -3.26, -3.64], [-2.09, -2.09, -2.92], [-1.08, -1.67, -2.02], [-1.23, -0.58, -1.27], [-2.59, -0.02, -1.21], [-2.91, 0.90, -0.03], [-4.25, 0.91, 1.66], [-4.16, -0.63, 0.84], [-3.10, -0.81, 3.02], [-2.10, 0.61, 2.71], [-1.76, -1.57, 0.70], [-1.27, -2.02, 2.30], [-0.77, -1.03, 3.90], [0.25, -0.66, 5.89], [2.24, 0.47, 6.36], [3.78, 1.32, 4.81], [3.75, 1.17, 2.52], [4.21, -0.11, 1.13], [3.75, 0.09, -0.55], [2.79, -2.18, 1.22], [4.20, -2.32, 0.18], [2.23, -3.33, -0.75], [2.96, -2.11, -1.81], [1.66, -3.73, -2.51], [0.46, -5.26, -3.62], [-1.78, -5.20, -4.32], [-3.19, -3.32, -4.20], [-2.90, -1.39, -3.05], [-3.31, -0.85, -1.19], [-2.79, 0.53, -2.14], [-3.59, 1.66, -0.39], [-2.00, 1.41, 0.30], [0.12, 4.18, 1.72], [0.39, 2.88, 1.82], [0.18, 2.30, 0.66], [-0.22, 3.34, -0.13], [-0.28, 4.49, 0.48], [-0.53, 3.08, -1.51], [-0.90, 4.08, -2.42], [-1.20, 3.80, -3.67], [-1.10, 2.52, -4.03], [-0.71, 1.53, -3.15], [-0.41, 1.80, -1.88], [0.20, 4.90, 2.41], [0.72, 2.42, 2.74], [-0.96, 5.11, -2.08], [-1.35, 2.28, -5.06], [-0.61, 0.51, -3.48], [2.27, 0.90, -2.31], [2.66, 2.27, -1.46], [2.91, 3.23, -0.86]]
}